Record 1
A 2-piece molecular cluster, C4H5ClN overall at a distorted geometry, computed with ωB97M-V/def2-TZVPD.

```
11
Properties=species:S:1:pos:R:3:forces:R:3
Cl -4.536 -6.520 0.916 0.0 -0.2 0.1
N -2.362 -8.921 2.310 0.6 -0.5 -0.7
C -1.722 -8.039 3.120 1.3 -0.6 -0.1
C -0.393 -8.434 3.129 0.6 0.5 1.3
C -0.196 -9.609 2.391 -2.4 0.2 -1.4
C -1.456 -9.829 1.772 0.8 0.2 1.3
H -3.323 -8.800 2.026 0.0 0.3 -0.3
H -2.179 -7.235 3.678 -0.3 -0.1 -0.5
H 0.412 -7.956 3.667 -0.2 0.2 0.2
H 0.706 -10.196 2.294 -0.1 0.2 -0.2
H -1.720 -10.539 1.002 -0.3 0.0 0.2
```
Positions in Å, forces in eV/Å.

Calculated values
largest force on an atom	2.80	eV/Å
HOMO-LUMO gap	7.7	eV
total charge	-1
2S+1	1
ΔE to the lowest compared entry with this formula, charge and spin	0.418	eV
HOMO level	-3.91	eV

Record 2
A 2-piece molecular cluster, C4H5ClN2 overall at a distorted geometry, computed with ωB97M-V/def2-TZVPD.

```
12
Properties=species:S:1:pos:R:3:forces:R:3
Cl 1.984 1.192 0.713 0.1 0.1 0.4
C 1.512 -0.368 0.396 -0.1 -2.1 0.4
N 1.056 -1.473 0.809 0.5 2.0 0.5
N 1.487 -1.215 -0.689 1.3 -1.2 -1.6
H 2.409 -1.721 -0.821 -0.9 0.9 0.3
C -0.491 0.850 -1.595 -0.6 0.2 0.8
C -0.969 0.580 -0.535 -0.5 0.4 1.2
C -1.545 0.299 0.790 -1.6 -2.3 -1.0
H -0.112 1.393 -2.389 0.6 0.2 -1.3
H -0.847 -0.228 1.457 -0.4 0.3 -0.3
H -2.054 1.102 1.291 0.3 0.8 0.0
H -2.432 -0.411 0.573 1.4 0.7 0.5
```
Positions in Å, forces in eV/Å.

Calculated values
largest force on an atom	2.98	eV/Å
SMILES	ClC1=NN1.C#CC
HOMO-LUMO gap	10.0	eV
total charge	0
2S+1	1
ΔE to the lowest compared entry with this formula, charge and spin	5.959	eV
HOMO level	-9.35	eV

Record 3
A 2-piece molecular cluster, C4H5ClN2 overall at a distorted geometry, computed with ωB97M-V/def2-TZVPD.

```
12
Properties=species:S:1:pos:R:3:forces:R:3
C 2.152 1.076 -0.198 -1.2 0.4 -1.1
C -2.914 0.664 0.076 1.1 -2.1 -0.9
C -1.656 0.242 0.175 0.3 0.1 -0.6
C 2.245 -0.088 0.496 1.4 -1.8 1.3
N 1.902 2.152 -0.557 0.2 0.2 -0.2
N 2.349 -1.341 0.126 0.1 0.0 2.4
Cl -1.102 -0.955 -0.957 -0.1 -0.9 -0.6
H -3.556 0.104 -0.609 0.3 0.3 0.0
H -3.401 1.413 0.589 -0.4 1.6 1.4
H -0.706 0.460 0.666 -1.1 1.0 0.7
H 2.605 -1.984 0.972 -1.0 1.1 -2.6
H 2.082 -1.743 -0.779 0.5 0.1 0.3
```
Positions in Å, forces in eV/Å.

Calculated values
largest force on an atom	3.05	eV/Å
HOMO-LUMO gap	8.3	eV
total charge	0
2S+1	1
ΔE to the lowest compared entry with this formula, charge and spin	4.329	eV
HOMO level	-8.69	eV

Record 4
A 2-piece molecular cluster, C4H5ClN2 overall at a distorted geometry, computed with ωB97M-V/def2-TZVPD.

```
12
Properties=species:S:1:pos:R:3:forces:R:3
C 0.929 -0.481 -1.393 2.1 2.0 -0.8
C -0.351 -0.819 -1.725 1.8 -1.4 -4.9
C -0.376 -0.409 0.462 -1.5 -0.1 0.8
C 0.820 -0.040 -0.053 0.6 -0.9 0.3
N -1.072 -0.889 -0.655 -1.9 0.5 3.4
N 0.359 2.339 2.326 0.3 1.7 -1.6
Cl 0.239 1.125 3.397 0.6 -0.7 0.2
H 1.825 -0.332 -2.064 -1.5 -0.2 0.8
H -0.698 -1.056 -2.781 0.2 0.1 1.8
H -0.882 -0.353 1.469 0.9 -0.1 -1.6
H -1.934 -1.370 -0.581 -0.8 -0.1 0.0
H 1.142 2.284 1.598 -0.9 -1.0 1.6
```
Positions in Å, forces in eV/Å.

Calculated values
largest force on an atom	5.37	eV/Å
HOMO-LUMO gap (alpha / beta)	7.9 / 7.8	eV
total charge	0
2S+1	1
ΔE to the lowest compared entry with this formula, charge and spin	6.485	eV
HOMO level (alpha / beta)	-8.62 / -8.59	eV

Record 5
C4H5ClN2S as an isolated structure at a distorted geometry, computed with ωB97M-V/def2-TZVPD.

```
13
Properties=species:S:1:pos:R:3:forces:R:3
C -0.566 1.020 -2.155 0.1 3.5 -0.6
C 0.185 0.058 0.620 0.4 1.3 -0.7
C 0.954 -1.030 0.428 -1.5 -2.3 0.4
C 0.672 -2.186 1.320 1.9 4.8 -4.4
H 0.247 1.190 -3.228 -2.5 -0.4 3.9
H -1.544 1.990 -2.096 3.0 -3.6 -0.9
H -0.899 -0.025 -2.082 -0.3 0.6 -0.3
H -1.110 1.066 1.915 -1.8 1.4 -0.7
H -0.107 -0.015 2.672 -0.3 0.9 -2.0
N -0.327 0.525 1.768 2.0 -3.7 4.8
N 0.581 -2.788 2.256 -0.8 -3.2 3.9
S 0.100 1.461 -0.365 -0.2 0.9 -3.4
Cl 1.814 -1.265 -1.053 0.0 -0.1 0.1
```
Positions in Å, forces in eV/Å.

Calculated values
largest force on an atom	6.78	eV/Å
HOMO-LUMO gap	8.9	eV
total charge	0
2S+1	1
ΔE to the lowest compared entry with this formula, charge and spin	3.748	eV
HOMO level	-8.61	eV

Record 6
One molecule with the formula C4H5ClO at a distorted geometry, computed with ωB97M-V/def2-TZVPD.

```
11
Properties=species:S:1:pos:R:3:forces:R:3
C -0.479 -1.387 0.111 -0.6 -1.3 -0.6
C -0.888 0.095 -0.109 -0.3 -1.6 -0.2
O -2.066 0.244 -0.412 1.2 1.1 0.3
C 0.005 1.292 0.169 1.8 -2.5 -1.6
C 1.373 1.206 -0.093 -4.7 -1.9 1.0
Cl 2.171 -0.366 -0.199 0.3 1.5 -0.1
H 0.298 -2.012 -0.651 -2.4 2.1 2.2
H -0.040 -1.317 1.181 -0.7 -1.0 -1.6
H -1.601 -1.823 0.015 3.0 0.3 0.7
H -0.737 2.054 0.298 0.9 1.5 0.0
H 1.964 2.013 -0.309 1.6 1.8 -0.1
```
Positions in Å, forces in eV/Å.

Calculated values
largest force on an atom	5.23	eV/Å
SMILES	CC(=O)/C=C\Cl
HOMO-LUMO gap	9.9	eV
total charge	0
2S+1	1
ΔE to the lowest compared entry with this formula, charge and spin	1.775	eV
HOMO level	-9.93	eV

Record 7
A 2-piece molecular cluster, C4H5ClO overall at a distorted geometry, computed with ωB97M-V/def2-TZVPD.

```
11
Properties=species:S:1:pos:R:3:forces:R:3
C -1.598 -0.078 -1.905 1.1 -0.3 0.2
C -0.572 -0.713 -1.651 -2.8 1.5 -1.2
C -0.269 0.371 1.659 2.5 0.1 2.8
C 0.270 -1.692 -1.301 1.0 -0.2 0.2
O 0.185 -2.127 -0.045 0.6 -1.0 1.0
Cl 1.639 -2.135 -2.213 0.3 -0.1 -0.2
H -2.437 0.559 -2.077 0.2 0.0 0.0
H -1.087 0.020 1.143 -2.0 -0.5 -0.6
H 0.650 0.299 1.101 0.2 0.3 -0.1
H -0.121 0.303 2.800 -0.7 0.2 -2.1
H 1.003 -2.596 0.196 -0.4 0.1 0.0
```
Positions in Å, forces in eV/Å.

Calculated values
largest force on an atom	3.73	eV/Å
HOMO-LUMO gap (alpha / beta)	8.6 / 7.6	eV
total charge	0
2S+1	1
ΔE to the lowest compared entry with this formula, charge and spin	5.152	eV
HOMO level (alpha / beta)	-8.79 / -7.43	eV

Record 8
One molecule with the formula C4H5ClO2 at a distorted geometry, computed with ωB97M-V/def2-TZVPD.

```
12
Properties=species:S:1:pos:R:3:forces:R:3
C 1.430 -1.553 0.008 0.5 1.0 -0.5
O 0.286 -0.681 0.090 0.4 -0.8 0.0
C 0.547 0.589 0.057 -0.1 3.0 -0.8
O 1.655 1.110 -0.025 -1.4 -0.9 0.3
C -0.752 1.389 -0.002 -1.8 -1.1 1.0
C -2.046 0.894 0.100 6.1 -0.8 -0.7
Cl -2.684 -0.651 -0.006 0.0 -1.2 0.3
H 2.181 -1.195 -0.758 -1.0 -0.3 0.7
H 0.911 -2.439 -0.326 0.8 -0.8 0.5
H 1.938 -1.497 0.986 -0.3 -0.8 -0.4
H -0.707 2.491 -0.053 0.3 -0.8 0.0
H -2.760 1.542 -0.071 -3.6 3.5 -0.3
```
Positions in Å, forces in eV/Å.

Calculated values
largest force on an atom	6.22	eV/Å
SMILES	COC(=O)/C=C\Cl
HOMO-LUMO gap	10.2	eV
total charge	0
2S+1	1
ΔE to the lowest compared entry with this formula, charge and spin	0.287	eV
HOMO level	-9.83	eV

Record 9
A 2-piece molecular cluster, C4H5ClO2P overall at a distorted geometry, computed with ωB97M-V/def2-TZVPD.

```
13
Properties=species:S:1:pos:R:3:forces:R:3
C 0.119 1.570 -2.377 0.6 -0.7 0.4
C -1.643 0.055 1.432 -0.5 -2.7 -3.4
C 0.315 -0.033 -0.003 0.8 -0.5 -1.1
C -0.994 -0.466 0.374 0.6 0.1 -0.6
O 3.202 -0.334 -0.134 0.6 -0.7 -0.7
O 1.088 0.530 1.120 0.1 0.0 0.6
P 1.882 -0.702 0.397 -0.7 3.3 -0.7
Cl -1.619 -1.589 -0.917 -0.2 0.8 1.2
H 0.190 0.675 -3.060 -0.2 0.3 0.5
H -0.767 1.381 -1.768 -0.5 0.0 -0.2
H -2.655 -0.107 1.505 -2.2 -0.3 0.5
H -1.126 0.625 2.070 1.8 2.1 2.2
H 2.008 -1.605 1.361 -0.2 -1.7 1.4
```
Positions in Å, forces in eV/Å.

Calculated values
largest force on an atom	4.41	eV/Å
HOMO-LUMO gap	6.9	eV
total charge	-1
2S+1	1
ΔE to the lowest compared entry with this formula, charge and spin	6.678	eV
HOMO level	-3.46	eV